Record 1
{"formula": "C32H47N4OP2Si2W", "method": "ωB97M-V with the def2-TZVPD basis set", "molar_mass_g_mol": 805.72, "largest_force_ev_per_a": 0.5, "homo_energy_ev": [-15.72, -15.73], "total_energy_ha": -2869.62075, "total_charge": 3, "homo_lumo_gap_ha": [0.1936, 0.1919], "elements": ["C", "Si", "C", "H", "H", "H", "C", "H", "H", "N", "H", "H", "Si", "C", "H", "H", "C", "H", "H", "H", "H", "H", "C", "H", "C", "H", "H", "O", "P", "H", "C", "W", "C", "H", "C", "C", "H", "H", "H", "H", "C", "C", "C", "C", "H", "H", "C", "H", "C", "H", "H", "P", "H", "H", "C", "H", "C", "H", "C", "C", "H", "H", "C", "C", "H", "H", "C", "H", "C", "N", "H", "C", "C", "H", "N", "C", "H", "H", "H", "H", "C", "N", "H", "H", "C", "C", "H", "H", "C"], "coordinates": [[1.163990, -3.154327, -1.676563], [3.290983, 1.272935, 0.204390], [-1.036906, -1.303061, 3.021793], [1.522538, 1.052176, 4.555098], [-0.098322, -4.504655, 1.173367], [1.301667, 2.805302, 0.098024], [-3.694783, 2.372397, -2.383747], [4.549962, 3.088925, 1.242978], [-1.643515, -0.886722, 5.031987], [1.217055, -0.753159, -2.328009], [2.770898, 1.520857, -2.246579], [1.473582, -2.291079, -3.621157], [1.027462, 2.166866, 2.471694], [0.542407, -3.203862, -0.400696], [0.245722, -2.122996, 6.041467], [1.931039, -3.206347, 4.595673], [-0.106714, -1.949998, 2.200357], [2.383745, -1.353426, 0.227302], [-0.987438, 2.212277, 3.810750], [4.344341, 1.773626, 2.416871], [-4.246020, 1.531884, -1.959193], [-5.576594, -3.110547, -1.278180], [-3.607240, -2.473346, -1.843559], [-2.812517, 1.477559, -0.011888], [0.154846, -2.057983, 4.965515], [5.494747, 1.610641, 1.086917], [-1.269750, 0.441412, -3.691830], [1.298505, 0.132770, -3.388797], [-0.860759, 1.467280, -1.493972], [1.976617, -6.448091, -2.016928], [-3.035924, -2.533909, 0.887224], [0.960905, 0.137289, -0.412145], [-4.590088, -2.837672, -0.928487], [-1.876721, -0.773987, 2.589186], [1.101899, -2.670723, 4.153488], [0.426051, -4.434976, 0.228048], [-4.404071, 3.042874, -2.867815], [1.556924, 4.544685, 1.929850], [3.893227, 2.727262, -1.659995], [2.864475, 3.807693, 2.868524], [1.654848, -4.341925, -2.237983], [4.514518, 2.006509, 1.370098], [-0.811648, 2.249141, 2.731912], [1.291395, -2.019329, -2.580876], [-1.575834, -1.871333, -2.113295], [-5.061152, -3.176493, 1.134662], [1.576422, -5.551067, -1.565260], [-1.732900, 4.754256, -1.114029], [3.625537, 1.670358, -1.578871], [0.317735, 3.616637, -1.598564], [1.358355, 4.257298, 3.650548], [-0.338468, -1.817430, 0.419122], [4.461447, 1.083386, -1.965547], [1.718189, -3.115561, 2.158282], [-4.302232, -2.872325, 0.426763], [4.053758, -1.028562, -0.142802], [-2.346555, -2.128777, -1.392524], [2.895070, 0.848975, 3.493352], [-1.916771, 0.823321, -2.899187], [-0.907774, -1.365824, 4.400020], [-2.957593, 4.894450, -2.381395], [-3.825164, -2.472195, -2.903398], [-2.057294, -2.144278, -0.024519], [-2.202823, 2.255081, -0.480089], [-2.534998, 0.009224, -2.523821], [1.451927, -0.153436, 3.277774], [1.399778, 1.803111, 0.528449], [-1.735276, 2.844163, 0.309884], [0.947623, -5.598257, -0.335122], [-3.021076, 3.108871, -1.315317], [-1.290739, 2.645747, -4.689326], [1.806987, 0.846880, 3.518943], [0.980147, -2.616169, 2.773752], [1.695252, -0.319606, -4.155693], [-2.758375, 1.882969, -3.398041], [3.222316, -0.642248, 0.452866], [-2.824162, -2.606792, 1.943896], [2.103431, -4.319354, -3.223586], [-1.370706, 1.429544, 2.279382], [0.836012, -6.539219, 0.186999], [-2.257485, 4.211112, -1.901859], [-1.296831, 3.758260, -2.909630], [0.504433, 2.714249, -3.110767], [-1.227459, 3.194280, 2.380370], [-2.003437, 3.008533, -3.947320], [-0.208415, 3.003892, -2.335498], [-2.703460, 3.681343, -4.441385], [3.422891, -0.858740, 1.504643], [1.784328, 3.841487, 2.733022]], "forces_ev_per_a": [[-0.014, 0.045, -0.053], [0.043, -0.176, 0.052], [0.034, 0.006, -0.020], [-0.004, -0.029, 0.010], [0.014, -0.014, -0.012], [0.083, 0.002, -0.045], [-0.010, -0.002, 0.005], [-0.009, 0.016, -0.005], [-0.005, 0.004, 0.002], [0.003, -0.005, 0.004], [0.023, -0.008, -0.031], [0.008, 0.012, 0.001], [-0.028, -0.068, -0.025], [0.030, -0.008, 0.010], [0.002, 0.003, 0.006], [0.003, 0.002, 0.010], [-0.109, -0.010, 0.021], [0.015, 0.016, -0.026], [-0.020, 0.000, 0.007], [0.018, 0.020, -0.005], [-0.002, 0.002, -0.002], [-0.004, -0.002, 0.001], [-0.017, -0.017, 0.011], [-0.002, 0.002, 0.001], [0.006, -0.006, 0.000], [-0.001, -0.002, -0.008], [-0.007, 0.020, 0.007], [0.024, -0.061, -0.017], [0.062, -0.077, 0.091], [-0.003, -0.005, -0.003], [-0.003, -0.045, 0.001], [-0.164, 0.412, -0.140], [-0.002, 0.006, -0.031], [0.019, 0.020, 0.034], [0.002, -0.023, -0.014], [0.000, 0.032, 0.025], [0.002, -0.007, 0.003], [-0.025, 0.007, 0.004], [-0.009, 0.019, 0.005], [0.014, 0.012, -0.012], [-0.013, -0.022, 0.021], [0.048, 0.013, 0.016], [-0.020, -0.042, -0.016], [-0.016, -0.033, 0.064], [-0.006, -0.034, 0.023], [-0.001, -0.003, 0.001], [0.004, 0.027, -0.002], [0.000, 0.000, -0.002], [-0.057, -0.010, -0.003], [-0.009, 0.018, -0.003], [0.005, 0.000, 0.016], [0.067, -0.017, 0.151], [0.005, 0.003, -0.001], [-0.007, 0.005, -0.002], [0.009, 0.004, 0.021], [-0.029, -0.005, -0.035], [0.016, -0.026, 0.053], [0.002, -0.019, 0.003], [-0.001, -0.036, -0.057], [0.033, 0.005, 0.007], [0.005, -0.002, 0.003], [-0.007, 0.002, -0.009], [0.037, 0.095, -0.094], [0.050, -0.032, -0.010], [-0.010, 0.079, -0.016], [0.001, -0.010, 0.008], [-0.146, -0.045, -0.021], [-0.033, -0.006, -0.018], [0.005, -0.004, -0.017], [-0.021, 0.021, 0.003], [0.000, 0.005, 0.000], [-0.027, 0.073, 0.024], [-0.021, -0.038, -0.028], [-0.002, 0.021, 0.022], [-0.003, -0.018, 0.013], [0.177, -0.008, 0.057], [-0.016, -0.014, -0.023], [0.003, 0.008, -0.005], [0.015, 0.023, 0.010], [0.004, -0.005, 0.003], [-0.006, -0.001, 0.005], [0.018, 0.030, -0.009], [-0.005, 0.004, 0.002], [0.003, 0.009, 0.001], [-0.006, 0.001, -0.028], [-0.001, -0.060, 0.019], [0.006, -0.003, 0.000], [-0.053, -0.030, 0.000], [0.034, -0.012, -0.012]]}


Record 2
{"formula": "C32H47N5PPdSi3", "method": "ωB97M-V with the def2-TZVPD basis set", "molar_mass_g_mol": 723.41, "largest_force_ev_per_a": 3.3, "homo_energy_ev": [-0.69, -4.34], "total_energy_ha": -2859.01272, "spin_multiplicity": 3, "total_charge": -1, "s2": 2.037, "homo_lumo_gap_ha": [0.0908, 0.1848], "elements": ["H", "H", "Si", "H", "C", "C", "H", "C", "C", "C", "H", "H", "H", "C", "Si", "C", "H", "H", "H", "C", "C", "H", "H", "H", "C", "C", "H", "C", "N", "H", "H", "H", "N", "H", "C", "C", "C", "C", "C", "N", "H", "C", "H", "H", "H", "H", "P", "H", "C", "H", "H", "C", "H", "N", "Pd", "C", "H", "H", "N", "H", "H", "C", "C", "H", "H", "C", "C", "H", "H", "H", "C", "C", "C", "H", "H", "H", "H", "H", "H", "C", "C", "H", "H", "C", "H", "H", "Si", "C", "H"], "coordinates": [[4.029514, 7.838932, 15.383824], [10.426208, 13.908107, 11.284025], [8.412857, 11.543494, 14.963459], [8.142638, 13.404176, 16.485977], [7.000922, 16.868926, 12.747175], [7.672118, 15.660071, 12.703378], [11.054737, 10.989908, 8.840767], [5.955863, 20.795779, 12.502473], [7.231368, 10.441555, 7.459086], [12.454435, 13.004092, 12.851241], [5.042434, 12.692309, 8.856798], [10.694792, 14.189165, 14.926615], [11.957394, 9.808252, 15.195644], [9.124788, 10.528976, 16.267996], [11.447164, 12.096082, 14.083426], [6.086394, 11.237208, 7.562565], [6.547135, 20.605797, 8.704033], [12.124400, 14.014672, 12.520681], [5.124557, 18.945352, 9.749909], [5.949454, 12.122807, 8.645817], [5.517207, 19.692510, 11.779193], [6.349662, 10.081548, 11.385700], [13.383562, 13.281120, 13.313693], [12.717873, 12.476384, 11.915776], [8.217763, 11.590293, 9.377079], [11.210064, 13.355564, 15.412483], [5.346483, 11.144857, 6.718982], [11.001829, 10.816142, 9.928220], [6.833166, 14.641427, 12.291979], [9.492346, 14.096328, 9.703704], [8.459983, 7.372414, 14.328500], [3.956374, 9.979453, 16.795352], [5.650735, 16.537845, 12.601838], [7.270813, 9.712822, 6.666336], [4.493317, 17.411221, 12.629499], [5.747553, 8.490346, 14.326887], [6.372381, 20.703031, 9.738267], [6.725823, 9.466693, 14.112927], [6.857155, 21.781494, 10.490518], [4.727265, 19.581783, 13.883851], [13.349413, 10.950313, 15.173542], [5.676163, 19.694710, 10.370964], [4.037372, 14.228337, 10.994924], [3.941733, 17.288234, 11.700504], [10.848445, 9.750414, 10.030211], [9.137832, 9.925555, 8.331786], [9.579933, 11.730219, 10.568706], [7.417097, 22.509794, 10.029489], [6.772823, 10.600244, 14.907973], [6.433165, 8.320558, 11.579548], [12.250048, 13.758607, 15.627845], [10.186815, 13.462095, 10.303147], [10.605428, 13.209981, 16.325341], [5.456481, 20.686682, 13.820752], [9.417775, 11.292948, 12.821182], [4.789540, 9.862854, 16.044730], [4.514687, 13.416630, 12.494868], [6.928532, 13.410505, 15.233115], [4.889322, 18.850701, 12.709377], [11.936066, 11.034926, 10.443779], [3.456970, 14.868651, 12.525167], [6.712899, 21.816508, 11.905102], [7.023332, 12.354611, 9.524588], [9.982999, 7.983880, 13.509344], [8.720620, 7.112369, 12.567394], [7.054542, 9.203272, 11.490195], [8.877113, 7.759250, 13.439723], [5.809473, 7.538938, 13.769577], [8.531995, 14.030258, 14.919598], [11.164854, 13.484621, 9.759184], [7.971644, 13.237343, 15.459184], [4.766360, 8.663951, 15.302909], [5.718164, 10.857580, 15.785898], [5.643670, 11.826790, 16.267154], [9.462703, 9.533510, 15.815960], [8.706321, 15.433555, 12.858127], [7.625028, 9.236631, 10.525594], [6.953658, 13.064731, 10.364111], [8.360779, 10.247616, 16.971805], [8.246728, 10.550110, 8.394450], [4.366532, 14.414769, 12.048828], [9.983391, 10.929086, 16.842059], [7.380088, 17.861266, 12.923709], [12.466209, 10.582600, 14.572306], [7.061988, 22.688197, 12.494534], [12.804093, 10.130391, 13.634536], [8.133205, 9.361245, 12.922607], [5.614827, 15.209605, 12.200558], [3.912425, 17.188853, 13.522437]], "forces_ev_per_a": [[0.352, 0.898, 0.498], [-0.550, -0.012, -0.521], [-0.543, -0.846, -1.768], [0.120, 0.198, 1.429], [-0.243, -1.271, 0.959], [-0.981, 0.387, -1.185], [0.505, 0.136, 0.281], [-0.790, -0.019, 2.974], [-0.521, 0.272, 0.408], [0.574, 1.271, -1.702], [0.135, -0.205, -0.462], [0.106, 0.083, -0.158], [0.214, 0.673, -0.575], [2.118, -1.970, 1.128], [-1.773, -1.261, 0.042], [-0.321, 0.045, -0.466], [0.157, 0.232, -1.137], [-0.410, -0.717, 0.295], [0.741, 0.383, 0.615], [0.530, 0.318, 0.132], [-0.090, -0.863, -1.802], [0.764, -0.782, 0.390], [0.925, -0.176, 0.472], [-0.175, 0.016, 0.507], [-0.953, -1.083, -0.934], [0.703, 1.238, 0.680], [0.509, 0.200, 1.347], [-0.258, -0.636, -1.427], [-1.267, 1.015, 0.251], [0.301, -0.475, 0.742], [-0.299, -0.425, 0.932], [1.048, 0.227, -0.797], [1.543, -1.081, -1.523], [0.199, -0.116, -0.127], [0.683, 3.099, -0.179], [-0.021, -0.269, 0.025], [0.523, 1.488, 1.191], [0.183, 0.021, 1.180], [-0.810, -2.199, 1.632], [0.019, -0.954, 1.750], [-0.633, -0.438, -0.698], [-1.769, -2.542, 1.026], [0.512, 0.291, 0.572], [-0.257, -0.266, 0.074], [-0.149, -0.383, 0.198], [-0.311, 0.016, -0.079], [0.555, 1.034, 0.062], [1.166, 1.704, -1.057], [-0.717, 0.600, -0.269], [-0.061, -0.373, -0.183], [-1.096, -0.423, 0.232], [0.568, 0.713, -0.412], [0.686, -0.363, -0.343], [0.584, 0.185, -2.368], [0.050, 0.865, 0.956], [-2.054, -0.552, 0.423], [-0.003, 0.443, -0.116], [-0.306, 0.075, -0.049], [-0.073, -0.356, -1.279], [-0.220, 0.370, -0.057], [1.001, -0.220, -0.196], [0.091, 0.964, -0.906], [0.796, -0.939, -0.133], [-0.938, -0.792, 0.241], [0.188, -0.389, 0.363], [-0.433, 1.144, -3.090], [2.572, 0.434, -1.997], [-0.267, 0.523, 0.152], [-0.384, -0.494, 0.273], [-0.744, -0.328, 0.223], [0.438, 1.590, -1.311], [0.636, -0.241, -0.559], [-0.074, -0.317, 0.309], [0.032, -0.144, 0.343], [-0.336, 1.261, 0.498], [0.397, 0.261, -0.042], [-0.643, -0.552, 0.535], [-0.117, -0.234, -0.446], [-0.389, 0.011, 0.520], [0.495, 1.427, 0.585], [-1.449, -0.452, -0.464], [-0.287, -0.155, -0.323], [-0.374, 0.072, 0.154], [0.305, 0.101, 0.968], [-0.269, -0.724, -0.430], [0.159, -0.107, 0.218], [-0.896, 0.557, 1.389], [1.270, 0.098, 1.506], [-0.200, 0.201, -0.107]]}